No. 1
Entry from OMol25: C27H61INO3Si2 as an isolated structure at a distorted geometry (ωB97M-V/def2-TZVPD).

The geometry in XYZ format:
```
95
Properties=species:S:1:pos:R:3:forces:R:3
C -7.49793 5.26059 -0.76925 -0.11 0.72 -0.55
C -6.45252 6.18987 -1.51418 -0.02 -0.86 1.16
C -5.23712 6.40283 -0.52446 -0.51 0.59 -1.28
C -4.07585 7.21514 -1.20198 -0.03 -0.52 0.43
C -3.29340 6.35339 -2.25494 0.26 -0.37 1.24
C -2.30633 5.34141 -1.52750 -1.24 -0.02 -0.55
C -1.93946 4.19153 -2.54949 0.42 0.38 0.69
C -0.38380 3.85538 -2.57722 -1.07 0.18 0.73
C -0.09760 2.57987 -1.70733 0.31 -0.17 -0.81
C 1.14696 1.72706 -2.21218 -1.27 0.12 0.11
C 0.70717 0.22232 -2.21250 0.11 -0.23 -0.65
C 1.88583 -0.81297 -2.39326 0.36 0.31 0.16
Si 2.03266 -2.09632 -1.00529 0.72 0.14 -2.01
O 3.43616 -3.05308 -1.37038 -1.05 -0.18 2.63
Si 3.98561 -3.98613 -0.06093 1.57 -0.06 -0.70
N 5.67423 -4.44731 -0.46579 -1.63 0.20 0.39
C 3.05336 -5.63977 0.16325 -0.91 0.67 -0.21
C 2.86596 -6.42474 -1.19189 -0.21 -0.46 0.54
C 2.54795 -7.96018 -0.93128 0.34 0.28 -0.41
C 3.83793 -8.79636 -1.26560 -0.78 0.18 0.78
C 1.27502 -8.43352 -1.70926 0.17 -0.52 -0.14
O 4.03839 -3.14114 1.43864 0.17 -1.22 -1.08
C 4.90713 -3.84710 2.34804 0.42 0.16 1.09
C 4.50593 -3.63582 3.85506 0.00 -0.13 -0.21
C 3.56602 -2.41612 4.11832 0.03 -0.17 0.78
C 2.05698 -2.69710 3.75164 0.80 0.19 -0.24
C 0.55074 -3.29513 -0.84936 0.37 0.29 1.28
I -1.05835 -2.94998 -2.25914 0.37 -0.21 0.36
C 0.07405 -3.24198 0.67097 0.25 -1.26 -1.26
C -0.87590 -4.46811 0.95577 0.42 0.96 0.10
H -7.22277 4.19243 -0.91070 -0.17 0.67 0.39
H -7.53673 5.54484 0.30900 0.12 -0.46 -0.72
H -8.52679 5.41333 -1.18044 0.68 -0.24 0.21
H -6.11748 5.64040 -2.42860 -0.35 0.74 0.43
H -6.94921 7.16103 -1.76133 0.55 -0.69 -0.04
H -4.89701 5.40896 -0.16596 -0.11 0.80 0.07
H -5.63039 6.99718 0.32935 0.53 -0.66 -0.31
H -4.54388 8.12902 -1.64273 0.51 -0.52 0.12
H -3.37415 7.50741 -0.38038 -0.55 -0.09 -0.64
H -2.66658 6.95870 -2.94854 -0.70 -0.28 0.17
H -4.03293 5.71339 -2.79837 0.65 0.67 0.02
H -1.42286 5.87220 -1.10861 -0.50 -0.32 -0.40
H -2.87846 4.93243 -0.66174 0.66 0.26 -0.43
H -2.31459 4.50218 -3.55256 0.44 -0.30 0.56
H -2.52571 3.29222 -2.23030 0.52 0.56 -0.52
H -0.03899 3.74210 -3.63230 -0.10 -0.08 0.81
H 0.10752 4.74335 -2.10737 -0.03 -0.70 -0.66
H -0.98960 1.91204 -1.81574 0.65 0.52 0.18
H -0.01982 2.85012 -0.62987 -0.01 -0.21 -0.71
H 2.07384 1.93514 -1.63508 -0.57 -0.27 -0.28
H 1.30411 2.03097 -3.27338 0.26 -0.28 0.72
H 0.03394 0.09392 -3.09903 0.35 0.14 0.83
H 0.05302 -0.00792 -1.33085 0.70 0.24 -0.50
H 1.85598 -1.35155 -3.37314 -0.12 0.44 0.69
H 2.84397 -0.22667 -2.39863 -0.62 -0.61 0.03
H 2.30814 -1.42728 0.27322 -0.20 0.01 0.24
H 5.81665 -5.35355 -0.02224 0.45 0.24 -0.14
H 6.33464 -3.76987 -0.09570 0.12 -0.26 -0.15
H 2.04822 -5.35877 0.58476 0.70 -0.43 -0.27
H 3.52569 -6.26957 0.96108 -0.17 0.44 -0.78
H 2.02205 -6.04047 -1.81039 0.64 0.20 0.57
H 3.79606 -6.28456 -1.79108 -0.66 -0.38 0.22
H 2.33204 -8.08078 0.15788 0.19 0.07 -0.73
H 4.69523 -8.26848 -0.78501 -0.39 -0.49 -0.54
H 3.75475 -9.80513 -0.79474 0.15 0.59 -0.57
H 3.97807 -8.88138 -2.36348 0.06 0.06 0.69
H 0.33127 -8.10307 -1.21560 0.71 -0.08 -0.34
H 1.23883 -9.55289 -1.76315 0.03 0.84 0.17
H 1.25320 -8.08523 -2.77150 0.15 -0.09 0.82
H 5.96496 -3.49805 2.23419 -0.84 -0.10 -0.18
H 4.92497 -4.94755 2.16240 -0.08 0.71 -0.04
H 5.45615 -3.53661 4.43981 -0.73 0.04 -0.46
H 4.03804 -4.58516 4.22213 0.11 0.85 -0.17
H 3.97128 -1.50090 3.62350 -0.42 -0.76 0.18
H 3.61727 -2.19988 5.21696 0.02 -0.18 -0.84
H 1.38025 -2.48189 4.61169 0.48 -0.25 -0.71
H 1.77351 -2.06071 2.88767 -0.01 -0.47 0.58
H 1.97945 -3.76689 3.44177 -0.25 0.78 0.28
H 0.94272 -4.31703 -1.05665 -0.50 0.69 0.01
H 1.02162 -3.33739 1.26215 -0.83 0.11 -0.31
H -0.38475 -2.25739 0.90143 0.22 -0.66 -0.06
H -0.74916 -4.75673 2.02135 -0.51 0.08 -0.64
H -1.91042 -4.15103 0.70732 0.52 -0.48 0.41
H -0.61357 -5.33424 0.30623 -0.09 0.58 0.47
C -3.63885 7.16320 4.01315 0.52 0.09 0.75
C -2.89159 6.37308 2.91612 -0.86 1.34 -0.87
C -1.77694 7.27351 2.33740 0.67 0.09 0.60
O -3.76080 6.07136 1.93034 0.07 -0.88 -0.10
H -4.09925 8.07397 3.61753 0.04 -0.13 -0.23
H -4.42559 6.55492 4.46854 0.02 -0.07 -0.17
H -2.94970 7.46572 4.81913 -0.06 0.04 0.09
H -2.36584 5.54179 3.44487 -0.06 -0.35 -0.08
H -2.18155 8.18830 1.89199 -0.21 -0.14 0.01
H -1.20365 6.74559 1.56879 -0.15 -0.08 0.00
H -1.06762 7.57731 3.12493 0.10 0.05 -0.06
```
Forces are in eV/Å.

Net charge = -1

No. 2
Entry from OMol25: a 6-piece molecular cluster, C27H62ClIN2O19PS6 overall at a distorted geometry (ωB97M-V/def2-TZVPD).

The geometry in XYZ format:
```
119
Properties=species:S:1:pos:R:3:forces:R:3
C 5.38261 -1.30238 -1.82086 0.33 -0.02 -0.67
C 6.34874 -0.15368 -2.16063 -0.23 0.08 0.37
C 5.81684 1.25218 -1.95381 0.93 -0.80 0.52
O 5.02449 1.78160 -3.05097 -0.19 0.26 0.12
N 3.95044 1.02004 -3.36736 -0.68 -0.72 -0.25
C 2.84215 0.74469 -2.57977 -0.48 -0.06 0.72
I 2.51547 1.39646 -0.63695 0.09 -0.02 -0.42
C 1.98477 -0.03238 -3.30214 0.88 0.87 -0.04
C 0.70487 -0.59265 -2.80204 0.11 -0.70 -0.53
S 0.90343 -2.23044 -2.00990 -0.01 0.08 0.62
C 1.99050 -3.22444 -3.04951 0.23 0.13 -0.53
C 2.63973 -4.33458 -2.23273 0.22 0.16 -0.33
N 2.59104 -0.16722 -4.58707 -0.76 0.38 1.02
P 1.87613 -0.99625 -5.92738 0.00 -1.15 -1.37
O 2.27525 -2.38497 -6.06543 0.15 -0.08 0.39
O 2.34139 -0.10590 -7.14203 -0.24 0.20 0.37
O 0.31525 -0.84413 -5.82740 0.26 0.58 0.83
C 3.78376 0.47467 -4.56911 0.48 0.02 -0.66
C 4.74487 0.59027 -5.70652 0.19 0.06 0.11
C 5.28487 -0.78420 -6.18872 -0.05 -0.03 0.74
C 6.65760 -1.13242 -5.61716 -0.33 0.00 0.13
Cl 5.26871 -0.90059 -7.96144 0.03 0.11 -0.13
H 4.54001 -0.98120 -1.21695 -0.14 0.01 0.06
H 5.89555 -2.09141 -1.28215 0.07 -0.06 0.13
H 5.02797 -1.76738 -2.74245 -0.36 -0.03 0.03
H 6.75576 -0.21363 -3.16415 0.06 -0.18 -0.11
H 7.20105 -0.23277 -1.48878 0.16 0.13 0.03
H 5.31517 1.30791 -0.99237 -0.45 0.21 -0.14
H 6.66973 1.91801 -1.88205 -0.08 0.38 -0.35
H -0.07501 -0.63077 -3.55312 0.02 -0.07 -0.10
H 0.33422 0.04340 -2.00855 0.02 0.14 0.18
H 2.78434 -2.60678 -3.46553 0.07 0.19 0.06
H 1.47270 -3.62238 -3.91487 -0.33 -0.07 0.04
H 3.54322 -3.96264 -1.75768 -0.08 0.04 0.40
H 2.96757 -5.10204 -2.92713 -0.07 -0.22 0.00
H 1.98430 -4.80114 -1.50670 -0.06 -0.04 0.10
H 2.46476 -0.72508 -7.88152 0.29 0.26 -0.25
H 0.01555 -0.00171 -5.45649 -0.28 0.04 -0.33
H 5.54274 1.24537 -5.36869 0.19 -0.03 -0.02
H 4.24887 1.10165 -6.52423 -0.13 0.03 -0.08
H 4.60250 -1.53562 -5.80358 -0.19 -0.28 -0.47
H 6.50197 -1.69290 -4.69823 0.08 0.03 0.20
H 7.22454 -0.23562 -5.38791 0.29 0.00 -0.19
H 7.20524 -1.79490 -6.27541 0.13 0.08 -0.18
O 4.33410 -8.57986 -0.18715 0.05 0.24 0.07
S 3.15868 -8.63154 -0.99915 -0.17 -0.45 -0.07
O 2.51919 -7.41682 -1.41142 0.12 0.17 0.00
O 2.09217 -9.57532 -0.30624 -0.04 -0.02 -0.11
C 1.70863 -9.28940 1.05908 -0.16 0.18 0.56
C 0.80533 -8.07828 1.17624 0.08 0.15 -0.23
C 3.45431 -9.63114 -2.41506 -0.01 -0.05 -0.06
H 2.60288 -9.18238 1.67444 0.09 0.02 -0.15
H 1.18411 -10.17820 1.40173 0.05 -0.12 -0.21
H 1.32677 -7.16498 0.89323 0.03 0.00 0.04
H 0.46121 -7.96641 2.20403 -0.01 -0.09 0.01
H -0.05921 -8.17943 0.52024 -0.04 -0.05 0.06
H 3.91145 -10.56421 -2.09891 -0.01 0.00 0.03
H 4.13030 -9.07629 -3.06183 0.01 0.04 0.04
H 2.50977 -9.80750 -2.92239 -0.01 0.01 0.02
O -3.22337 -4.63777 1.58761 0.08 -0.08 0.21
S -2.64501 -3.41257 1.13347 -0.17 0.20 -0.30
O -1.56456 -2.80992 1.85276 0.09 -0.11 0.10
O -3.79949 -2.34329 0.92831 0.06 0.08 -0.11
C -4.68254 -2.06961 2.04227 -0.37 0.11 0.50
C -4.02766 -1.25010 3.13406 0.29 -0.07 0.03
C -2.18377 -3.56314 -0.55717 -0.08 -0.05 -0.08
H -5.07712 -3.00816 2.43338 0.13 -0.09 -0.09
H -5.51949 -1.52036 1.61705 0.09 -0.03 -0.23
H -3.22317 -1.80290 3.61737 -0.02 -0.03 0.00
H -4.76171 -0.98520 3.89576 -0.09 0.02 -0.09
H -3.59586 -0.33662 2.72355 -0.07 0.03 -0.01
H -3.01247 -3.98932 -1.11596 -0.02 0.00 0.03
H -1.32024 -4.22282 -0.59852 0.01 0.00 0.06
H -1.91921 -2.58095 -0.93495 0.01 0.01 0.01
O -6.50451 0.68732 5.42305 0.02 0.03 -0.26
S -6.87354 1.72917 6.33191 0.05 -0.01 0.48
O -7.58568 2.87536 5.85116 0.14 -0.25 0.00
O -5.58280 2.20531 7.12022 -0.05 0.00 0.09
C -4.43404 2.62992 6.35532 0.43 0.21 -0.35
C -4.62407 3.99042 5.71451 -0.27 0.00 -0.03
C -7.73862 1.05079 7.70219 -0.02 -0.03 0.07
H -4.18773 1.86881 5.61278 -0.16 -0.07 0.02
H -3.61229 2.66591 7.06702 -0.14 -0.09 0.17
H -5.40425 3.96750 4.95517 0.02 -0.02 -0.02
H -3.69785 4.31200 5.23815 0.06 -0.04 0.07
H -4.91605 4.72888 6.46057 0.07 0.01 0.02
H -7.18317 0.19925 8.08439 0.02 0.01 -0.01
H -8.71476 0.73720 7.33858 0.01 0.01 -0.06
H -7.85054 1.82114 8.46024 0.01 0.02 -0.02
O -9.85624 6.69648 3.93611 -0.05 0.15 -0.13
S -10.33166 5.40235 3.54993 0.02 -0.33 0.18
O -10.96462 5.21940 2.27936 0.03 0.16 -0.10
O -11.29310 4.85394 4.69369 0.05 -0.12 0.01
C -12.40776 5.67882 5.09153 -0.44 0.34 0.09
C -13.52470 5.69444 4.06698 0.12 -0.03 -0.22
C -9.05266 4.21429 3.74189 -0.13 0.14 -0.23
H -12.05563 6.68766 5.31284 0.13 -0.03 -0.08
H -12.76635 5.24879 6.02459 0.18 -0.15 0.00
H -13.20826 6.17278 3.14178 0.00 0.02 0.02
H -14.38208 6.24365 4.45664 0.02 -0.03 0.09
H -13.83336 4.67856 3.82086 -0.04 0.00 0.06
H -8.60098 4.33659 4.71237 0.00 0.04 0.11
H -8.32532 4.40668 2.95544 -0.04 0.04 -0.03
H -9.47558 3.22077 3.62633 -0.01 0.00 0.02
O 8.02626 4.48233 -0.52338 0.17 -0.07 -0.10
S 7.17722 5.42494 -1.18799 -0.35 0.19 0.20
O 7.62544 6.10729 -2.35890 0.18 -0.12 -0.10
O 6.63988 6.47235 -0.13291 -0.11 -0.05 -0.02
C 7.60880 7.20849 0.65584 0.47 0.36 0.30
C 8.32283 8.27964 -0.14209 -0.03 -0.12 -0.28
C 5.63801 4.65048 -1.54188 -0.15 0.07 0.08
H 8.31336 6.51128 1.11092 -0.06 -0.13 -0.12
H 7.03654 7.66272 1.46126 -0.22 -0.13 -0.08
H 8.94883 7.84641 -0.92048 0.03 -0.01 0.03
H 8.96052 8.87020 0.51494 -0.06 -0.01 0.08
H 7.60454 8.93875 -0.62897 -0.01 0.05 0.07
H 5.28012 4.14951 -0.64555 0.00 0.02 0.01
H 5.82776 3.93385 -2.33303 0.02 0.06 -0.09
H 4.92835 5.40010 -1.88177 0.03 0.03 0.00
```
Forces are in eV/Å.

Net charge = +1

Total energy per entry: -60480.4722 -165803.6314 eV
HOMO level per entry: -2.64 -11.48 eV